(a)
Computed, not measured: one molecule with the formula C3HN3O, with ωB97M-V/def2-TZVPD.

The geometry in XYZ format:
```
8
C3HN3O (ωB97M-V/def2-TZVPD)
N -2.984 -0.291 0.078
C -1.820 -0.177 -0.069
C -0.283 -0.020 -0.072
C 0.687 0.855 -0.049
N 1.836 0.164 0.097
N 1.591 -1.092 -0.030
O 0.204 -1.305 0.007
H 0.768 1.867 0.038
```

## Properties
Orbital gap, eV: 10.78
Lowest unoccupied orbital energy, eV: -0.554
Highest occupied orbital energy, eV: -11.33
Spin multiplicity: 1



(b)
Computed, not measured: one molecule with the formula C3HN3O, with ωB97M-V/def2-TZVPD.

The geometry in XYZ format:
```
8
C3HN3O (ωB97M-V/def2-TZVPD)
N -2.901 0.008 -0.074
C -1.733 -0.010 0.054
C -0.311 -0.031 0.107
C 0.571 1.122 0.007
N 1.759 0.657 -0.040
O 1.712 -0.680 -0.019
N 0.409 -1.125 -0.009
H 0.278 2.174 -0.004
```

## Properties
Orbital gap, eV: 11.17
Lowest unoccupied orbital energy, eV: -0.527
Highest occupied orbital energy, eV: -11.70
Spin multiplicity: 1



Most stable structure - (b); separation to the second - 22.1 kJ/mol.



(a)
Computed, not measured: one molecule with the formula C4H8N2O2, with ωB97M-V/def2-TZVPD.

The geometry in XYZ format:
```
16
C4H8N2O2 (ωB97M-V/def2-TZVPD)
C -1.969 -0.868 0.461
O -1.117 -0.577 -0.610
C 0.314 -0.476 -0.295
C 1.204 -1.525 -0.270
O 2.428 -1.462 0.057
C 0.577 0.902 -0.020
N -0.620 1.702 -0.146
N 1.890 1.453 0.091
H -1.369 -1.382 1.348
H -2.716 -1.598 -0.180
H -2.481 0.184 0.882
H 0.741 -2.532 -0.454
H -1.265 0.763 -0.510
H -0.425 2.579 -0.853
H 2.296 2.247 0.497
H 2.511 0.589 0.001
```

## Properties
Orbital gap, eV: 8.96
Lowest unoccupied orbital energy, eV: 0.451
Highest occupied orbital energy, eV: -8.51
Spin multiplicity: 1



(b)
Computed, not measured: C4H8N2O2 as an isolated structure, with ωB97M-V/def2-TZVPD.

The geometry in XYZ format:
```
16
C4H8N2O2 (ωB97M-V/def2-TZVPD)
C 0.369 0.218 -0.453
C 0.001 -1.056 1.078
C 1.806 0.319 -0.840
N -1.772 0.015 -0.987
N -0.320 1.300 0.079
C -1.604 0.633 0.300
O -0.447 -0.344 -1.387
O -2.458 0.945 1.085
H -2.314 -0.843 -0.980
H 0.076 1.757 0.886
H 2.099 -0.570 -1.397
H -0.898 -1.643 1.259
H 0.333 -0.575 1.998
H 0.760 -1.777 0.768
H 2.418 0.416 0.058
H 1.951 1.205 -1.466
```

## Properties
Orbital gap, eV: 9.28
Lowest unoccupied orbital energy, eV: 0.804
Highest occupied orbital energy, eV: -8.47
Spin multiplicity: 1



Most stable structure - (b); separation to the second - 25.1 kJ/mol.



(a)
Computed, not measured: C2H3NS3 as an isolated structure, with ωB97M-V/def2-TZVPD.

The geometry in XYZ format:
```
9
C2H3NS3 (ωB97M-V/def2-TZVPD)
C -1.114 -0.168 -0.165
C -1.366 1.236 -0.243
N 0.038 -0.734 0.009
S -0.155 2.381 0.007
S 2.946 -1.295 0.062
S 1.550 0.309 0.009
H -1.913 -0.984 -0.203
H -2.348 1.517 -0.276
H 2.362 -2.262 0.801
```

## Properties
Orbital gap, eV: 6.83
Lowest unoccupied orbital energy, eV: -1.752
Highest occupied orbital energy, eV: -8.59
Spin multiplicity: 1



(b)
Computed, not measured: C2H3NS3 as an isolated structure, with ωB97M-V/def2-TZVPD.

The geometry in XYZ format:
```
9
C2H3NS3 (ωB97M-V/def2-TZVPD)
C 0.641 -0.635 -0.766
C -0.836 0.045 1.014
H 1.369 1.330 -1.177
H -1.931 0.429 1.302
H -0.044 0.055 1.849
N 0.630 0.644 -0.954
S 1.437 -1.942 -1.407
S -0.523 1.541 0.075
S -0.744 -1.467 0.064
```

## Properties
Orbital gap, eV: 8.04
Lowest unoccupied orbital energy, eV: -0.081
Highest occupied orbital energy, eV: -8.12
Spin multiplicity: 1



(c)
Computed, not measured: a 2-piece molecular cluster, C2H3NS3 overall, with ωB97M-V/def2-TZVPD.

The geometry in XYZ format:
```
9
C2H3NS3 (ωB97M-V/def2-TZVPD)
C -1.679 -0.579 0.946
C 0.612 0.322 -0.451
N -2.295 -0.286 -0.031
S -1.043 -1.135 2.244
S 1.940 0.452 0.602
S 0.906 0.556 -2.087
H 1.373 -0.352 1.666
H -2.197 0.471 -0.679
H 2.382 0.550 -2.211
```

## Properties
Orbital gap, eV: 8.52
Lowest unoccupied orbital energy, eV: -0.355
Highest occupied orbital energy, eV: -8.88
Spin multiplicity: 1



Most stable structure - (b); separation to the second - 14.2 kJ/mol.



(a)
Computed, not measured: a 2-piece molecular cluster, C2H3NS3 overall, with ωB97M-V/def2-TZVPD.

The geometry in XYZ format:
```
9
C2H3NS3 (ωB97M-V/def2-TZVPD)
C -1.777 0.013 -0.562
C 1.871 0.714 0.111
N -1.598 -1.083 -0.136
S -2.032 1.319 -1.328
S 0.922 0.369 1.472
S 1.536 -0.093 -1.397
H 1.591 1.207 2.235
H -1.120 -1.313 0.700
H 0.606 -1.133 -1.094
```

## Properties
Orbital gap, eV: 8.87
Lowest unoccupied orbital energy, eV: -0.182
Highest occupied orbital energy, eV: -9.05
Spin multiplicity: 1



(b)
Computed, not measured: one molecule with the formula C2H3NS3, with ωB97M-V/def2-TZVPD.

The geometry in XYZ format:
```
9
C2H3NS3 (ωB97M-V/def2-TZVPD)
S -0.941 -0.426 -2.893
C -0.735 -0.559 -1.187
S -1.846 -1.378 -0.123
C 0.303 0.198 -0.491
N 0.383 0.300 0.805
S 1.708 1.165 1.367
H -1.087 -1.078 1.018
H 1.122 0.670 -1.172
H 1.092 1.107 2.675
```

## Properties
Orbital gap, eV: 7.55
Lowest unoccupied orbital energy, eV: -1.517
Highest occupied orbital energy, eV: -9.07
Spin multiplicity: 1



Most stable structure - (b); separation to the second - 94.1 kJ/mol.



(a)
Computed, not measured: one molecule with the formula C20H22N2O2, with ωB97M-V/def2-TZVPD.

The geometry in XYZ format:
```
46
C20H22N2O2 (ωB97M-V/def2-TZVPD)
C 0.972 4.417 1.736
C 0.126 3.420 1.345
C 0.659 2.032 0.948
C 1.094 2.104 -0.513
C 1.815 1.500 1.831
C 1.574 0.001 1.813
C 2.704 -0.976 2.081
O 3.410 -1.562 0.994
C 2.685 -2.505 1.738
C 1.508 -3.231 1.035
C 3.452 -3.342 2.733
N 0.372 -0.310 1.406
C -0.391 0.948 1.233
C -1.550 0.867 0.239
O -2.584 1.489 0.568
C -1.619 0.060 -1.012
C -0.586 -0.655 -1.561
N -0.973 -1.179 -2.786
C -2.272 -0.848 -3.051
C -3.092 -1.182 -4.108
C -4.416 -0.690 -4.157
C -4.903 0.076 -3.079
C -4.073 0.357 -1.987
C -2.756 -0.136 -1.981
H 0.580 5.404 1.873
H 2.018 4.234 1.764
H -0.942 3.566 1.295
H 1.582 1.190 -0.899
H 0.258 2.337 -1.183
H 1.860 2.879 -0.611
H 1.692 1.830 2.865
H 2.830 1.812 1.433
H 3.278 -0.684 2.946
H 0.651 -3.215 1.708
H 1.242 -2.754 0.075
H 1.779 -4.294 0.864
H 3.302 -4.398 2.565
H 3.140 -3.073 3.790
H 4.518 -3.121 2.677
H -0.890 1.205 2.195
H 0.418 -0.788 -1.148
H -0.369 -1.637 -3.465
H -2.727 -1.752 -4.952
H -5.082 -0.901 -4.964
H -5.873 0.521 -3.128
H -4.422 0.986 -1.165
```

## Properties
Orbital gap, eV: 8.84
Lowest unoccupied orbital energy, eV: 0.637
Highest occupied orbital energy, eV: -8.21
Spin multiplicity: 1



(b)
Computed, not measured: one molecule with the formula C20H22N2O2, with ωB97M-V/def2-TZVPD.

The geometry in XYZ format:
```
46
C20H22N2O2 (ωB97M-V/def2-TZVPD)
O -0.749 -0.391 -1.161
C -1.619 0.181 -0.536
N -1.482 1.448 -0.047
C -0.291 2.184 -0.019
C -0.325 3.548 -0.290
C 0.836 4.296 -0.252
C 2.042 3.689 0.060
C 2.078 2.336 0.343
C 0.921 1.567 0.302
C 0.922 0.158 0.815
O 0.275 -0.103 1.818
N 1.705 -0.740 0.187
C 2.296 -0.526 -1.109
C 3.799 -0.816 -1.137
C 4.118 -2.310 -1.068
C 4.196 -2.887 0.350
C 3.143 -2.366 1.334
C 1.770 -2.085 0.719
C -2.957 -0.420 -0.281
C -3.640 -0.200 0.912
C -4.866 -0.802 1.126
C -5.422 -1.619 0.155
C -4.738 -1.853 -1.028
C -3.506 -1.264 -1.241
H -2.314 1.926 0.266
H -1.269 4.018 -0.527
H 0.800 5.355 -0.461
H 2.950 4.272 0.095
H 3.011 1.866 0.620
H 1.787 -1.175 -1.833
H 2.110 0.505 -1.411
H 4.296 -0.287 -0.322
H 4.188 -0.417 -2.076
H 3.363 -2.850 -1.644
H 5.079 -2.495 -1.554
H 4.107 -3.973 0.272
H 5.183 -2.676 0.769
H 3.031 -3.099 2.135
H 3.489 -1.440 1.797
H 1.001 -2.147 1.492
H 1.533 -2.803 -0.070
H -3.193 0.407 1.687
H -5.390 -0.637 2.056
H -6.383 -2.082 0.324
H -5.165 -2.499 -1.780
H -2.953 -1.443 -2.151
```

## Properties
Orbital gap, eV: 9.33
Lowest unoccupied orbital energy, eV: 0.661
Highest occupied orbital energy, eV: -8.67
Spin multiplicity: 1



Most stable structure - (b); separation to the second - 346.6 kJ/mol.



(a)
Computed, not measured: an isolated ion of composition C3H8N3O2 and charge +1, with ωB97M-V/def2-TZVPD.

The geometry in XYZ format:
```
16
C3H8N3O2 (ωB97M-V/def2-TZVPD)
C -0.515 -0.789 -2.263
N -0.159 -0.202 -0.999
C 0.478 -0.833 0.025
O 0.685 -2.028 0.133
C 0.784 0.231 1.088
N 1.567 -0.189 2.044
N 0.174 1.450 1.136
O 0.433 2.127 2.318
H -0.074 -0.324 -3.186
H -0.233 -1.751 -2.228
H -1.624 -0.658 -2.353
H -0.223 0.741 -0.924
H 2.113 -1.052 2.098
H 1.692 0.413 2.905
H -0.827 1.269 0.938
H 0.094 3.029 2.047
```

## Properties
Orbital gap, eV: 9.41
Lowest unoccupied orbital energy, eV: -4.948
Net charge: +1
Highest occupied orbital energy, eV: -14.35
Spin multiplicity: 1



(b)
Computed, not measured: an isolated ion of composition C3H8N3O2 and charge +1, with ωB97M-V/def2-TZVPD.

The geometry in XYZ format:
```
16
C3H8N3O2 (ωB97M-V/def2-TZVPD)
N 1.103 0.573 -1.084
C -0.408 0.322 -0.382
N -0.831 1.421 0.272
C -0.743 1.155 1.650
O -0.945 1.949 2.493
N -0.427 -0.160 1.893
C -0.330 -1.043 0.778
O -1.335 -1.959 0.409
H 2.016 0.465 -0.602
H 1.094 1.567 -1.137
H 1.202 0.233 -2.086
H -1.030 0.148 -1.318
H -1.321 2.243 -0.011
H -0.640 -0.487 2.798
H 0.643 -1.558 0.672
H -1.929 -2.290 1.123
```

## Properties
Orbital gap, eV: 10.88
Lowest unoccupied orbital energy, eV: -3.664
Net charge: +1
Highest occupied orbital energy, eV: -14.54
Spin multiplicity: 1



(c)
Computed, not measured: an isolated ion of composition C3H8N3O2 and charge +1, with ωB97M-V/def2-TZVPD.

The geometry in XYZ format:
```
16
C3H8N3O2 (ωB97M-V/def2-TZVPD)
N -0.925 -1.927 -1.297
C -0.124 -0.906 -1.317
O 0.332 -0.345 -2.384
N 0.614 -0.551 -0.015
N 1.118 0.708 -0.001
C 0.083 1.511 0.690
C -0.396 0.467 1.728
O -0.029 -0.832 1.201
H -0.933 -2.325 -0.378
H -1.073 -2.260 -2.225
H 0.843 0.559 -2.165
H 2.061 0.692 0.376
H -0.696 1.792 0.088
H 0.431 2.500 1.159
H 0.085 0.517 2.652
H -1.392 0.401 1.888
```

## Properties
Orbital gap, eV: 10.74
Lowest unoccupied orbital energy, eV: -3.640
Net charge: +1
Highest occupied orbital energy, eV: -14.38
Spin multiplicity: 1



(d)
Computed, not measured: an isolated ion of composition C3H8N3O2 and charge +1, with ωB97M-V/def2-TZVPD.

The geometry in XYZ format:
```
16
C3H8N3O2 (ωB97M-V/def2-TZVPD)
C 0.805 0.893 0.051
C 0.574 -1.537 0.586
C -1.478 -0.140 -0.039
N -0.478 0.947 -0.196
N 1.593 1.884 0.269
N -0.607 -1.391 -0.377
O 1.402 -2.283 -0.144
O -1.980 -0.186 1.180
H -2.233 0.163 -0.732
H -0.857 1.819 -0.385
H 2.604 1.648 0.595
H 1.435 2.825 0.025
H -0.261 -1.285 -1.356
H -1.193 -2.264 -0.117
H 2.186 -2.456 0.367
H -1.290 -0.511 1.778
```

## Properties
Orbital gap (alpha / beta), eV: 9.07 / 9.07
Lowest unoccupied orbital energy (alpha / beta), eV: -3.352 / -3.352
Net charge: +1
Highest occupied orbital energy (alpha / beta), eV: -12.42 / -12.42
Spin multiplicity: 1



Most stable structure - (b); separation to the second - 103.0 kJ/mol.